# 1
The following is a DFT calculation (ωB97M-V/def2-TZVPD) of the molecule C4H5NO.

Structure (XYZ):
```
11
Properties=species:S:1:pos:R:3:forces:R:3
C -0.6333 1.0142 -0.1615 0.054 0.466 -0.098
C 0.3206 -1.1702 -0.3045 0.079 0.050 0.388
N 0.6543 0.9481 0.3714 0.009 0.301 -0.173
H -1.8151 -0.7868 -0.9032 0.199 0.385 0.077
H 2.2699 -0.4737 0.4271 -0.109 0.054 -0.213
C 1.2329 -0.3095 0.1628 -0.022 -0.099 0.064
H 1.1152 1.7572 0.7474 0.126 0.052 -0.174
H -1.3182 -0.3294 0.7956 -0.345 -1.312 -0.373
H 0.4897 -2.2021 -0.5883 -0.090 0.238 0.171
O -1.3257 2.0012 -0.2718 0.405 -0.283 -0.010
C -0.9903 -0.4490 -0.2751 -0.305 0.149 0.340
```
Forces are in eV/Å.

Output
- HOMO: -8.66 eV
- Frontier orbital gap: 9.5290 eV
- Total charge: 0
- ΔE to the lowest compared entry with this formula, charge and spin: 49.4 kJ/mol
- SMILES: O=C1CC=CN1

=====

# 2
The following is a DFT calculation (ωB97M-V/def2-TZVPD) of the molecule C4H5NO.

Structure (XYZ):
```
11
Properties=species:S:1:pos:R:3:forces:R:3
N -1.3608 0.4982 -0.2474 -1.214 -2.675 0.984
C -1.1618 1.6852 -0.3891 1.510 1.097 -1.265
H 2.4443 -1.1157 0.8560 1.176 -0.555 0.008
C -0.7082 -0.6196 -0.5241 1.963 -2.976 0.277
H 0.7590 -2.2058 -0.2524 -0.924 1.689 0.005
C 1.5486 -0.5372 0.8648 -3.110 1.197 0.125
C 0.4528 -1.1250 -0.0130 1.943 -0.620 0.247
H -1.7873 2.3174 0.0837 -2.209 2.311 1.560
H -0.4047 2.1469 -0.9651 1.217 0.186 -0.816
H -1.1914 -1.4758 -1.0100 -0.730 0.994 -0.374
O 1.4096 0.4313 1.5965 0.378 -0.648 -0.751
```
Forces are in eV/Å.

Output
- HOMO: -8.91 eV
- Frontier orbital gap: 9.1075 eV
- Total charge: 0
- ΔE to the lowest compared entry with this formula, charge and spin: 249.7 kJ/mol
- SMILES: C=N/C=C\C=O

=====

# 3
The following is a DFT calculation (ωB97M-V/def2-TZVPD) of the molecule C4H5NO.

Structure (XYZ):
```
11
Properties=species:S:1:pos:R:3:forces:R:3
N 1.3720 -0.7691 0.0123 -3.061 0.111 0.023
C -0.0004 -1.4221 -0.0102 0.024 -0.831 -0.030
C -1.2016 0.6284 0.0074 0.061 0.590 0.019
H -2.1180 1.2141 0.0119 0.066 -0.041 -0.016
H -0.0663 -2.0733 0.8607 -0.086 0.129 -0.084
C 0.0081 1.2336 0.0039 -0.367 0.081 -0.028
H -0.0524 -2.0193 -0.9232 -0.148 0.181 0.141
O -1.4387 -0.6807 0.0146 3.426 -0.271 -0.030
C 1.2624 0.5021 0.0148 0.067 -0.037 -0.040
H 2.1825 1.0743 0.0192 0.146 0.077 0.021
H 0.0525 2.3120 -0.0114 -0.128 0.011 0.024
```
Forces are in eV/Å.

Output
- HOMO: -8.70 eV
- Frontier orbital gap: 9.5066 eV
- Total charge: 0
- ΔE to the lowest compared entry with this formula, charge and spin: 185.8 kJ/mol
- SMILES: C1=COCN=C1

=====

Question: Which value of HOMO does entry 3 give?
Answer: -8.70 eV

=====

Question: Which value of ΔE to the lowest compared entry with this formula, charge and spin does entry 2 give?
Answer: 249.7 kJ/mol

=====

Question: Which value of ΔE to the lowest compared entry with this formula, charge and spin does entry 1 give?
Answer: 49.4 kJ/mol